C12H4ClNiO7 | ωB97M-V/def2-TZVPD

Atoms and positions in Å:
Ni 0.4379 0.0368 0.1768
O 3.4687 -4.4952 0.9358
C 3.0417 -3.3831 0.8748
C 3.2776 -2.4942 -0.4342
O 4.0524 -2.8224 -1.2812
C 2.3793 -1.2693 -0.3322
C 1.5986 -1.4610 1.6409
O 0.6245 -0.7536 2.1416
C 2.2674 -2.7422 2.1194
O 2.2811 -3.2572 3.1964
O 1.9599 -0.4257 -1.2336
Cl 6.2193 2.8084 2.7333
C 4.6298 2.4748 2.0720
C 3.7489 3.5111 1.8242
C 2.5103 3.2064 1.3045
C 2.0947 1.8962 1.0129
O 0.8660 1.7816 0.5156
C 3.0065 0.8331 1.2704
C 2.8357 -0.6590 1.0579
O 1.1687 -1.9425 0.2737
C 4.2574 1.1777 1.7988
H 4.0310 4.5347 2.0352
H 1.7919 3.9898 1.0964
H 3.7756 -1.1083 1.3861
H 4.9704 0.3882 2.0041

Properties
Multiplicity: 3
Electronic energy: -2954.865688 Ha
Energy relative to the best compared isomer or geometry (same formula, charge and spin): 319.3 kJ/mol
⟨S²⟩: 2.006
HOMO energy (alpha / beta): -4.921 / -4.965 eV
Total charge: -1



C14H40Cl2NO5P2S | ωB97M-V/def2-TZVPD

Atoms and positions in Å:
C 0.6048 4.4999 -3.7864
C -0.1394 4.4592 -5.1303
C -1.6028 4.9378 -5.0400
Cl -1.8530 6.2093 -6.2694
N -2.6250 3.8416 -5.2102
P -2.5750 3.0716 -6.8918
O -1.4930 2.1001 -6.9202
P -2.2638 2.4049 -4.0690
S -2.1471 2.8594 -2.2121
C -4.0797 4.2515 -4.9219
Cl -4.8544 4.9398 -6.3685
C -4.2699 5.1535 -3.6912
C -4.5774 6.6312 -3.9569
H 0.6108 3.5267 -3.3161
H 0.1377 5.1798 -3.0822
H 1.6221 4.8274 -3.9412
H 0.3724 5.1264 -5.8034
H -0.0713 3.4618 -5.5475
H -1.7379 5.4356 -4.0945
H -3.8298 2.4583 -6.9364
H -2.5425 4.0997 -7.8299
H -3.2803 1.5085 -4.4309
H -1.0953 1.8212 -4.5492
H -4.6207 3.3329 -4.7567
H -3.4136 5.1267 -3.0347
H -5.1266 4.7502 -3.1689
H -5.6090 6.7920 -4.2313
H -3.8995 7.0673 -4.6775
H -4.3915 7.1485 -3.0232
C -0.8068 1.2112 1.6046
C -1.6389 -0.0517 1.4806
O -3.0373 0.2300 1.5665
H -1.0152 1.7184 2.5468
H 0.2594 0.9864 1.5555
H -1.0537 1.9079 0.7981
H -1.4096 -0.7379 2.2927
H -1.4294 -0.5641 0.5388
H -3.2626 0.8266 0.8449
C -0.4688 -4.9340 2.4887
C -0.1314 -3.6794 1.7069
O -1.2528 -3.2224 0.9436
H -0.7945 -5.7258 1.8135
H 0.3952 -5.2829 3.0536
H -1.2865 -4.7442 3.1892
H 0.6713 -3.8755 0.9990
H 0.1998 -2.8868 2.3825
H -1.9680 -3.0334 1.5614
C 2.8090 -4.9484 5.6857
C 3.1247 -3.6885 4.9052
O 1.9968 -3.2162 4.1612
H 2.4688 -5.7366 5.0114
H 3.6883 -5.3011 6.2305
H 2.0055 -4.7638 6.4044
H 3.9112 -3.8768 4.1760
H 3.4695 -2.8990 5.5806
H 1.2923 -3.0313 4.7926
C 7.3212 -7.1528 6.1911
C 6.8221 -5.7345 6.3927
O 5.6177 -5.6981 7.1586
H 6.5611 -7.7555 5.6939
H 8.2295 -7.1668 5.5880
H 7.5394 -7.6254 7.1513
H 6.5890 -5.2716 5.4347
H 7.5858 -5.1260 6.8870
H 5.8022 -6.0913 8.0191

Properties
Multiplicity: 1
Electronic energy: -2989.321944 Ha
HOMO energy: -11.284 eV
Total charge: +1